ORCA calculation (ωB97M-V/def2-TZVPD) on C25H36CuNO2 as an isolated structure in a non-equilibrium geometry.

Relative energy (zero: lowest compared OMol25 entry of this formula, charge and spin)   117.03 kJ/mol
DFT total energy   -76729.340 eV
Expectation value of S²   0.7567
E_HOMO (alpha / beta)   -2.93 / -2.93 eV
Orbital gap (alpha / beta)   5.17 / 5.18 eV
LUMO (alpha / beta)   0.0824 / 0.0824 hartree
Net charge   -1
Multiplicity   2

Element x y z (Å)
1 Cu -0.2930 0.6784 2.1536
2 O 0.4160 -0.9912 -5.2613
3 O -0.3731 0.7276 -0.0730
4 N 0.6291 -1.2568 3.0016
5 C 0.9004 -2.3770 0.7621
6 C 1.3895 -3.4135 2.9374
7 C 1.3297 -1.2157 -7.4315
8 C -2.4146 -0.3362 1.9001
9 C 0.6199 0.1808 -0.9913
10 C 1.5078 1.1720 3.5846
11 C 1.3119 -3.0690 4.2390
12 C 0.8474 -1.7744 4.2875
13 C 0.6688 -1.1958 5.6857
14 C 0.5794 2.2260 3.7005
15 C 2.0570 1.2314 2.2841
16 C -0.0368 0.1186 -6.0452
17 C -2.6213 1.0557 2.0630
18 C -2.2176 1.3949 3.3647
19 C 1.0998 -1.9243 -6.1059
20 C 0.1268 1.0877 -2.1103
21 C 0.5209 2.9077 2.4638
22 C -2.3457 0.8778 -1.5328
23 C -1.7607 0.2196 4.0064
24 C -1.1254 2.9626 -0.8423
25 C -1.0181 1.4990 -1.1717
26 C 0.1204 -0.2913 -7.5008
27 C 1.4566 2.2990 1.6049
28 C 0.9704 -2.3207 2.2173
29 C -1.9009 -0.8456 3.1066
30 H -2.2713 -0.2071 -1.5516
31 H 1.7544 0.4460 4.3398
32 H -1.7014 3.1146 0.0673
33 H 0.4777 -2.8163 -6.2402
34 H 1.5602 -3.7040 5.0811
35 H 1.6322 -1.3026 6.2290
36 H 2.2507 -0.6328 -7.3981
37 H 0.8031 1.9039 -2.3498
38 H -0.1472 3.4135 -0.7038
39 H 0.4641 -0.8847 -1.1265
40 H -0.1454 -2.1568 0.4638
41 H -1.0678 0.3440 -5.7706
42 H -1.3532 0.1559 5.0013
43 H 2.0248 -2.2288 -5.6150
44 H 0.0103 2.4653 4.5805
45 H -2.5663 -0.9046 1.0002
46 H 1.6404 2.5704 0.5800
47 H -2.2449 2.3826 3.7902
48 H -0.7581 -0.8413 -7.8396
49 H 1.7076 -4.3736 2.5501
50 H -3.0389 1.7348 1.3412
51 H -1.6293 3.4848 -1.6550
52 H 0.2626 0.5596 -8.1643
53 H 0.4332 -0.1301 5.7971
54 H 1.3970 -1.9054 -8.2705
55 H 1.6721 -1.6774 0.4029
56 H 2.7613 0.5319 1.8737
57 H -0.0972 -1.7835 6.2344
58 H -0.1806 0.5915 -3.0263
59 H -2.6508 1.2154 -2.5231
60 H 0.5751 0.9986 -5.8171
61 H 1.1692 -3.3838 0.3760
62 H -1.5836 -1.8582 3.2727
63 H -3.1251 1.1546 -0.8288
64 H 1.6277 0.3465 -0.6250
65 H -0.1076 3.7505 2.2303

Cartesian forces, eV/Å:
Cu 0.3 -0.2 0.7
O 0.0 0.0 -0.3
O 0.0 0.1 -1.1
N 1.0 -2.0 0.8
C 0.0 0.2 -0.8
C 0.3 -1.3 -1.8
C 0.1 0.0 0.0
C -0.3 -0.8 0.3
C -0.5 0.3 0.1
C 0.0 0.9 0.3
C 0.0 0.1 2.2
C -0.1 0.8 0.4
C 0.2 0.4 0.3
C 0.7 0.5 0.2
C 0.3 0.5 -0.6
C 0.0 0.0 0.1
C 0.3 0.1 -0.1
C -0.5 -0.3 0.8
C 0.0 0.0 0.1
C 0.0 0.0 -0.2
C -0.3 0.0 0.8
C -0.1 0.0 -0.1
C -0.8 1.0 0.3
C 0.0 0.1 0.0
C 0.5 -0.6 0.4
C 0.0 0.0 -0.1
C 0.7 -0.6 -0.4
C 0.1 -0.6 0.4
C -1.0 -0.3 -0.9
H 0.1 -0.1 0.0
H 0.1 0.2 -0.2
H 0.0 0.0 0.1
H 0.0 0.0 0.0
H 0.0 0.2 0.1
H -0.5 -0.1 -0.1
H 0.0 0.0 0.0
H 0.1 0.1 0.0
H 0.1 0.0 0.1
H 0.0 0.1 -0.2
H 0.7 0.3 -0.5
H 0.0 0.0 0.0
H -0.1 0.0 -0.1
H 0.0 0.0 0.0
H -0.1 0.0 0.1
H -0.1 -0.1 -0.2
H 0.1 0.1 -0.2
H 0.0 0.1 0.0
H 0.0 0.0 0.0
H 0.0 0.1 -0.2
H 0.0 0.1 -0.1
H -0.1 0.0 -0.1
H 0.0 0.0 0.0
H -0.1 -0.3 -0.3
H 0.0 0.0 0.0
H -0.6 -0.1 -0.6
H 0.1 -0.1 -0.1
H 0.3 0.4 -0.2
H 0.0 -0.1 -0.1
H 0.0 0.1 -0.1
H 0.0 0.0 0.0
H -0.2 0.5 0.4
H -0.1 -0.1 0.0
H -0.1 0.0 0.2
H 0.1 0.1 0.1
H -0.1 0.1 0.0